ORCA calculation (ωB97M-V/def2-TZVPD) on a cluster of 10 separate species, C24H74N6O10 in total at a distorted geometry.

XYZ file:
```
114
C24H74N6O10 ωB97M-V/def2-TZVPD
C 13.784 1.544 10.270
O 14.611 2.016 11.368
C 14.519 3.386 11.660
C 15.627 3.975 12.548
C 15.543 5.491 12.583
N 16.889 3.654 12.028
H 13.899 1.954 9.266
H 12.752 1.775 10.536
H 13.926 0.471 10.141
H 14.675 3.903 10.713
H 13.543 3.635 12.077
H 15.577 3.636 13.583
H 14.519 5.853 12.679
H 15.799 5.953 11.629
H 16.299 5.905 13.249
H 16.755 2.703 11.716
H 16.837 4.151 11.150
C 9.152 3.647 1.063
O 8.385 3.854 2.284
C 9.060 3.453 3.436
C 8.320 3.929 4.698
C 8.928 3.484 6.034
N 6.951 3.526 4.715
H 10.073 4.229 1.081
H 8.626 4.226 0.303
H 9.314 2.673 0.602
H 9.172 2.369 3.460
H 10.071 3.852 3.368
H 8.445 5.012 4.703
H 10.002 3.673 6.033
H 8.906 2.400 6.140
H 8.515 3.860 6.970
H 6.538 3.833 3.846
H 7.062 2.556 4.459
C -3.030 -2.054 6.983
O -1.804 -1.365 6.933
C -1.409 -0.933 8.237
C -0.207 0.045 8.060
C 1.010 -0.656 7.444
N 0.207 0.660 9.305
H -3.913 -1.419 7.058
H -3.043 -2.709 7.854
H -3.257 -2.676 6.118
H -2.139 -0.350 8.798
H -1.056 -1.822 8.759
H -0.508 0.932 7.504
H 1.335 -0.023 6.618
H 0.779 -1.644 7.046
H 1.852 -0.721 8.132
H 1.120 1.091 9.346
H -0.487 1.339 9.581
C 8.687 4.273 13.942
O 8.858 3.189 14.846
C 8.190 1.988 14.484
C 8.237 0.954 15.582
C 9.580 0.687 16.229
N 7.575 -0.251 15.070
H 7.681 4.685 14.017
H 8.779 3.994 12.892
H 9.395 5.034 14.270
H 7.124 2.107 14.287
H 8.628 1.590 13.569
H 7.525 1.161 16.380
H 9.936 1.626 16.654
H 10.261 0.375 15.438
H 9.467 -0.116 16.957
H 6.654 -0.021 14.726
H 7.262 -0.795 15.861
C 12.935 -10.688 7.668
O 12.312 -9.558 8.209
C 12.760 -8.264 7.573
C 11.784 -7.184 8.167
C 11.889 -5.812 7.476
N 12.025 -6.976 9.653
H 12.582 -11.629 8.091
H 13.928 -10.657 8.117
H 12.969 -10.921 6.604
H 13.815 -8.053 7.750
H 12.565 -8.256 6.501
H 10.804 -7.622 7.976
H 11.409 -5.043 8.082
H 11.533 -5.831 6.446
H 12.911 -5.451 7.361
H 11.873 -7.844 10.146
H 11.293 -6.333 9.921
C 0.227 -6.192 10.734
O 0.855 -6.210 12.040
C 1.296 -4.946 12.563
C 2.552 -4.436 11.829
C 3.851 -5.222 12.242
N 2.762 -3.041 12.196
H 0.128 -7.131 10.189
H 0.753 -5.727 9.900
H -0.813 -5.889 10.851
H 0.464 -4.257 12.420
H 1.512 -5.076 13.624
H 2.433 -4.420 10.746
H 4.735 -4.727 11.842
H 4.000 -6.273 11.995
H 3.946 -5.120 13.323
H 2.056 -2.470 11.754
H 3.584 -2.788 11.667
O 6.991 -0.741 9.832
H 6.884 -1.246 9.026
H 7.796 -1.079 10.222
O 4.824 2.792 9.426
H 5.270 1.974 9.649
H 4.979 2.901 8.488
O 7.155 -1.884 5.938
H 7.960 -2.032 5.442
H 6.508 -1.638 5.277
O 9.839 -2.616 12.299
H 9.159 -2.463 12.955
H 10.661 -2.539 12.783
```

Output
Energy above the lowest of the compared OMol25 structures with the same formula, charge and spin = 112.82 kcal per mole
Gap between HOMO and LUMO = 9.019 eV
Net charge = 0
Electronic energy = -55497.01261 eV